A structure of composition C13H47B3N9NiO5 in a non-equilibrium geometry, computed with the ωB97M-V functional and the def2-TZVPD basis.

```
! RIJCOSX wB97M-V def2-TZVPD def2/J DEFGRID3
* xyz -1 3
Ni 20.24637 -7.62103 -22.79069
B 18.58264 -8.37717 -23.93906
H 17.58057 -8.63733 -24.51940
H 18.33712 -7.62178 -23.04697
H 19.18141 -9.36058 -23.58206
H 19.36926 -7.85754 -24.69855
B 22.33374 -7.86006 -23.15508
H 21.96848 -7.03824 -22.37384
H 22.03020 -8.96715 -22.80687
H 21.75920 -7.60563 -24.19273
H 23.50210 -7.73014 -23.31491
B 19.86235 -8.29870 -20.57195
H 19.36862 -7.22999 -20.81185
H 19.66348 -9.05839 -21.46816
H 21.01042 -8.07020 -20.36695
H 19.44810 -8.86097 -19.60957
C 14.45701 -3.84160 -18.25692
C 15.00005 -3.86549 -19.68414
C 16.23809 -4.75833 -19.66565
C 16.67211 -5.24554 -21.04465
C 15.55221 -5.80212 -21.91553
C 14.32792 -4.89438 -21.93300
N 14.03241 -4.42628 -20.59630
O 12.74252 -3.84301 -20.50419
C 14.65634 -3.73631 -22.93953
C 13.11636 -5.59611 -22.52685
C 15.38232 -2.39548 -20.06071
H 14.11440 -4.82286 -17.91058
H 13.58274 -3.19282 -18.16615
H 15.25680 -3.53678 -17.58337
H 17.10688 -4.28492 -19.20785
H 16.00123 -5.68056 -19.12303
H 17.47224 -5.98279 -20.97296
H 17.05180 -4.38685 -21.60995
H 15.30178 -6.83944 -21.66400
H 15.95207 -5.93225 -22.92575
H 15.56212 -3.22696 -22.61141
H 14.80571 -4.15351 -23.93140
H 13.85356 -2.99918 -22.87797
H 12.36560 -4.90550 -22.90519
H 13.46595 -6.19230 -23.37815
H 12.63507 -6.33596 -21.88234
H 16.37740 -2.30153 -20.48883
H 15.20298 -1.68901 -19.24598
H 14.61743 -2.04890 -20.76201
H 12.33383 -4.41728 -19.84901
C 21.61663 -7.70735 -17.15907
O 22.02603 -7.65249 -16.00585
N 21.85953 -8.73399 -18.00993
N 20.78638 -6.73168 -17.67727
H 22.49494 -9.46356 -17.74828
H 21.35424 -8.79319 -18.88993
H 20.85900 -5.79907 -17.31931
H 20.35006 -6.85404 -18.57849
C 20.29693 -4.71339 -21.83789
O 20.00116 -5.60102 -22.63221
N 19.68250 -3.50073 -21.80400
N 21.22658 -4.92702 -20.86581
H 20.07945 -2.74614 -21.27457
H 19.02115 -3.31350 -22.53505
H 21.79377 -5.75745 -20.93210
H 21.52479 -4.19646 -20.24462
C 15.72033 -8.59878 -18.81709
O 14.79492 -8.39931 -18.04476
N 15.52727 -9.06158 -20.09195
N 17.03511 -8.36380 -18.49199
H 14.56840 -9.20099 -20.34924
H 16.27989 -9.48655 -20.60448
H 17.22665 -8.11610 -17.54055
H 17.62144 -8.20662 -19.29654
C 19.83512 -12.19131 -19.36048
O 19.96217 -13.40338 -19.23941
N 18.99113 -11.50070 -18.54064
N 20.56279 -11.43880 -20.24932
H 18.86925 -10.50663 -18.62858
H 18.55404 -12.05777 -17.83280
H 20.95365 -11.92630 -21.03927
H 20.11547 -10.57496 -20.54939
*
```

**Energy relative to the best compared isomer or geometry (same formula, charge and spin)**: 0.00 kcal per mole
**Expectation value of S²**: 2.0041
**Highest occupied orbital energy (spin up / spin down)**: -6.30 / -6.30 eV
**Kohn-Sham gap (spin up / spin down)**: 8.20 / 8.18 eV
**Total energy**: -80965.5964 eV

A structure of composition C30H75BF4N5Na2O10 in a non-equilibrium geometry, computed with the ωB97M-V functional and the def2-TZVPD basis.

```
! RIJCOSX wB97M-V def2-TZVPD def2/J DEFGRID3
* xyz 1 1
Na -22.56395 14.10003 -24.61114
Na -21.58373 10.13686 -24.91965
B -22.27887 12.15069 -21.91533
F -21.51351 13.14359 -21.32239
F -23.18466 12.74598 -22.87390
F -21.44441 11.21035 -22.64849
F -22.99369 11.44885 -20.97499
C -25.94498 15.84832 -24.60846
O -24.93311 14.83575 -24.66411
C -25.18159 13.79832 -25.60230
C -24.74545 14.27042 -26.98913
N -23.26461 14.33235 -27.13537
C -22.80128 14.54008 -28.50791
C -23.44465 15.75782 -29.10286
O -22.71918 16.09837 -30.23821
C -22.81081 17.45142 -30.52633
H -26.94121 15.40695 -24.48395
H -25.92640 16.52323 -25.47012
H -25.76567 16.44911 -23.71695
H -26.23878 13.52288 -25.64493
H -24.60182 12.92801 -25.25169
H -25.20430 15.24198 -27.14174
H -25.11350 13.56039 -27.75267
H -22.90498 13.43931 -26.82241
H -22.95578 13.66157 -29.15155
H -21.72410 14.72809 -28.46815
H -23.42545 16.56577 -28.36261
H -24.47344 15.51601 -29.40430
H -22.21274 17.62771 -31.41376
H -22.39511 18.06771 -29.71433
H -23.85093 17.76154 -30.67335
C -28.02523 11.40250 -22.42403
O -27.49367 12.48358 -21.66261
C -26.13431 12.67785 -21.86192
C -25.69901 13.93974 -21.13047
N -26.14936 14.06902 -19.72058
C -25.66589 12.96738 -18.87719
C -26.19525 13.14396 -17.48969
O -27.58001 13.31450 -17.58714
C -28.22475 13.13247 -16.36114
H -27.41315 10.48942 -22.34582
H -28.06618 11.62891 -23.51267
H -29.04404 11.21641 -22.09488
H -25.86004 12.76896 -22.93509
H -25.51077 11.81538 -21.56085
H -26.18318 14.75463 -21.69479
H -24.62548 14.12960 -21.16238
H -27.16209 13.91321 -19.71024
H -24.57622 13.04580 -18.88670
H -25.91640 11.97498 -19.27025
H -25.72088 14.00270 -16.99863
H -26.01277 12.23132 -16.90369
H -27.81269 13.79248 -15.57395
H -28.08154 12.11542 -15.95314
H -29.27499 13.34990 -16.51039
C -21.36552 13.83392 -15.91063
O -20.73537 14.31387 -17.09195
C -21.07163 13.59708 -18.25845
C -20.60229 12.14294 -18.21912
N -19.19126 12.13234 -17.88082
C -18.63466 10.77171 -17.86524
C -17.21434 10.82365 -17.38039
O -17.24175 10.81390 -15.97100
C -15.95900 10.82752 -15.44708
H -22.46677 13.83183 -16.01039
H -21.10948 14.50440 -15.09695
H -21.06094 12.80727 -15.65880
H -20.53996 14.11136 -19.05741
H -22.15289 13.63210 -18.44488
H -20.78898 11.65673 -19.17329
H -21.11771 11.59878 -17.40671
H -19.06657 12.53917 -16.96023
H -18.65210 10.33265 -18.86420
H -19.22517 10.15689 -17.16027
H -16.79730 11.79891 -17.68771
H -16.58820 10.00706 -17.75240
H -15.36247 9.97514 -15.79507
H -16.06540 10.75145 -14.36845
H -15.45115 11.76205 -15.71580
C -17.98023 10.21514 -23.28857
O -17.65938 11.52322 -22.90766
C -18.12699 11.84865 -21.61129
C -18.16788 13.32171 -21.40651
N -19.03166 13.99797 -22.37799
C -19.18822 15.41800 -22.04095
C -19.87947 16.16407 -23.16755
O -21.30276 15.99775 -23.33778
C -22.11200 16.50327 -22.29179
H -19.04409 10.00557 -23.12044
H -17.35639 9.47619 -22.77008
H -17.75185 10.11274 -24.35541
H -17.49235 11.39198 -20.83796
H -19.13993 11.43971 -21.44621
H -17.16738 13.75646 -21.46488
H -18.52735 13.46723 -20.37122
H -19.96301 13.60058 -22.25369
H -18.19489 15.85979 -21.95930
H -19.73048 15.56052 -21.09156
H -19.44923 15.80493 -24.10333
H -19.66683 17.24042 -23.06845
H -23.12665 16.60476 -22.68886
H -21.77747 17.48761 -21.95335
H -22.17430 15.81564 -21.44090
C -19.89860 4.71082 -22.20132
O -20.18571 6.09272 -22.21293
C -21.20660 6.45251 -21.33276
C -21.34133 7.96374 -21.39682
N -22.39742 8.47634 -20.54902
C -21.91454 8.56763 -19.15333
C -22.85011 9.35703 -18.27104
O -22.33338 9.21946 -16.96082
C -23.08131 9.93992 -16.01417
H -20.80939 4.10356 -22.08961
H -19.21025 4.41324 -21.40045
H -19.44454 4.43613 -23.15466
H -21.02208 6.17363 -20.28600
H -22.17071 6.00985 -21.62254
H -21.55112 8.22828 -22.44812
H -20.35785 8.41360 -21.16172
H -22.55137 9.45293 -20.78929
H -20.91289 9.03506 -19.15392
H -21.78049 7.55771 -18.76332
H -23.87346 8.94621 -18.31807
H -22.90005 10.40229 -18.60982
H -23.01835 11.01811 -16.19355
H -22.63619 9.73397 -15.04150
H -24.11232 9.56746 -16.00232
*
```

**Energy relative to the best compared isomer or geometry (same formula, charge and spin)**: 0.00 kcal per mole
**Highest occupied orbital energy**: -10.12 eV
**Kohn-Sham gap**: 5.18 eV
**Total energy**: -80627.7376 eV

A structure of composition C12H26AsBrClNO4P in a non-equilibrium geometry, computed with the ωB97M-V functional and the def2-TZVPD basis.

```
! RIJCOSX wB97M-V def2-TZVPD def2/J DEFGRID3
* xyz -1 1
C 1.14623 -3.31601 -1.89059
C 1.43656 -2.33993 -0.95858
As 0.16706 -0.93999 -0.22012
Br -0.72407 -0.62982 -2.55709
C -1.17411 -2.42592 0.18791
C -2.19496 -2.75102 -0.84227
O -3.39296 -2.59535 -0.62112
C 1.56438 0.52798 -0.40692
C 1.59158 1.37018 -1.67411
C 2.70073 2.46660 -1.52829
C 4.06297 1.95199 -1.96380
N 5.01998 3.05134 -2.16239
O -0.97014 0.32772 0.55662
C -2.14605 0.72405 -0.06827
C -3.04296 1.46639 0.99713
O -2.69854 1.11496 2.32286
C -3.26702 -0.10992 2.73186
C -4.41460 0.10824 3.70991
P 1.02695 -1.39807 2.00606
O 2.68197 -1.45004 1.90214
Cl 0.66223 0.35092 3.09554
H 1.09244 -3.05132 -2.93865
H 1.03446 -4.34514 -1.54863
H 2.44388 -2.36836 -0.53260
H -0.58663 -3.32908 0.35412
H -1.62548 -2.17604 1.14371
H -1.92129 -3.20039 -1.80637
H 2.54693 0.06659 -0.28309
H 1.43308 1.22784 0.41991
H 0.67581 1.92526 -1.84209
H 1.89931 0.80610 -2.54941
H 2.71343 2.86173 -0.51536
H 2.41808 3.25623 -2.23258
H 3.93220 1.40625 -2.90310
H 4.42876 1.24414 -1.22037
H 5.74175 2.75861 -2.80767
H 4.54390 3.82455 -2.60923
H -1.98816 1.47539 -0.84473
H -2.76243 -0.09794 -0.42998
H -4.07849 1.14887 0.83920
H -2.94610 2.54221 0.88472
H -2.47545 -0.65503 3.25180
H -3.57256 -0.71716 1.87810
H -4.13624 0.87279 4.43054
H -5.31647 0.39263 3.17175
H -4.58718 -0.80472 4.27902
H 3.05720 -0.56828 1.79449
*
```

**Highest occupied orbital energy**: -4.14 eV
**Kohn-Sham gap**: 6.95 eV
**Total energy**: -175235.3726 eV

A cluster of 7 separate species, C5H23NO8 in total in a non-equilibrium geometry, computed with the ωB97M-V functional and the def2-TZVPD basis.

```
! RIJCOSX wB97M-V def2-TZVPD def2/J DEFGRID3
* xyz 0 1
C 1.47560 -0.41910 1.82573
N 0.58880 -1.14393 0.94182
C 0.48759 -0.70735 -0.45670
C -0.51656 -1.53879 -1.24986
C -2.01401 -1.27635 -0.86017
O -2.28922 -0.01500 -1.50255
C 1.77943 -0.92492 -1.28256
O 2.53569 -1.77760 -0.88622
H 2.52629 -0.72998 1.88153
H 1.51262 0.64691 1.67651
H 1.04093 -0.59718 2.81938
H 0.80673 -2.13556 0.91230
H 0.26280 0.35062 -0.33906
H -0.41881 -1.21733 -2.30351
H -0.46268 -2.61962 -0.99772
H -2.01798 -1.06092 0.20924
H -2.60171 -2.08818 -1.25729
H -3.17775 0.34745 -1.44821
H 1.99533 -0.22398 -2.09989
H 1.34547 -3.64394 1.33675
H 1.18421 -4.03959 2.70018
O 1.06688 -4.43908 1.80974
H 1.46247 3.00957 -0.28162
H 1.25643 3.61199 1.15126
O 1.05813 2.86168 0.59965
H -1.35043 2.66010 1.29731
H -0.40719 1.54241 0.94655
O -1.35125 1.74440 1.00585
H -1.25918 -0.86945 1.18909
H -2.28882 0.05761 1.84833
O -2.09803 -0.86397 1.66167
H -1.23950 1.42274 -2.08521
H -1.52984 2.42104 -0.93766
O -0.94932 2.27549 -1.69710
H 0.67050 2.56233 -1.94795
H 1.33167 3.86407 -2.18577
O 1.58467 2.95340 -1.99384
*
```

**Energy relative to the best compared isomer or geometry (same formula, charge and spin)**: 93.25 kcal per mole
**Highest occupied orbital energy**: -9.17 eV
**SMILES string**: CN[C@@H](C=O)CCO.O.O.O.O.O.O
**Kohn-Sham gap**: 9.33 eV
**Total energy**: -23425.9916 eV